Here is a molecular structure, C23H27N6OS5Tl from the Open Molecules 2025 dataset. Energies are from wB97M-V/def2-TZVPD.

Values from the calculation:
- Energy relative to the best compared isomer or geometry (same formula, charge and spin): 26.0 kcal per mole
- Electronic energy: -94131.95123 eV
- Net charge: +2

Element x y z (Å)
Tl: 1.6331 -0.0729 -0.0416
C: 3.5261 1.3212 -3.6428
C: 3.2010 -0.0763 -4.1442
S: 2.6810 -1.2373 -2.8247
C: 1.1471 -1.9294 -3.5141
C: 0.0398 -0.9402 -3.8302
S: -0.4681 0.0815 -2.4030
C: -0.4768 1.7509 -3.1382
C: 0.8211 2.2912 -3.7264
S: 2.2637 2.1263 -2.6124
H: 4.3997 1.2984 -2.9901
H: 3.7478 1.9801 -4.4818
H: 2.4192 -0.0695 -4.9006
H: 4.0981 -0.5070 -4.5876
H: 1.4108 -2.4887 -4.4117
H: 0.8185 -2.6431 -2.7568
H: 0.3064 -0.2715 -4.6462
H: -0.8429 -1.5042 -4.1309
H: -1.2487 1.7478 -3.9082
H: -0.8225 2.3809 -2.3171
H: 1.0791 1.8183 -4.6724
H: 0.6946 3.3581 -3.9058
N: 1.0235 -3.1334 3.5490
C: -0.0177 -2.4008 4.0741
C: -0.7347 -2.5197 5.2580
C: -1.7550 -1.6143 5.4596
C: -2.0449 -0.6248 4.5111
C: -1.3225 -0.5027 3.3413
C: -0.2819 -1.4052 3.1193
N: 0.6018 -1.5475 2.0548
C: 1.3541 -2.5884 2.3530
C: 2.4076 -3.1267 1.5075
C: 3.0284 -4.3321 1.6674
S: 4.1766 -4.5839 0.4345
C: 3.7672 -3.0646 -0.2291
N: 2.8502 -2.4094 0.4210
H: 1.4532 -3.9299 3.9883
H: -0.5063 -3.2854 5.9874
H: -2.3471 -1.6708 6.3624
H: -2.8670 0.0556 4.6928
H: -1.5556 0.2728 2.6280
H: 2.8469 -5.0808 2.4216
H: 4.2542 -2.6825 -1.1127
N: 0.2626 3.2809 3.8599
C: 0.6716 3.2825 2.7632
H: 0.0539 3.8681 4.6549
N: -1.5811 0.9065 0.3486
C: -2.8957 1.3222 0.1248
C: -3.9263 0.3881 0.0231
C: -5.2267 0.8088 -0.1969
C: -5.5152 2.1606 -0.3285
C: -4.4890 3.0912 -0.2505
C: -3.1856 2.6793 -0.0288
H: -0.9552 1.5934 0.7293
H: -1.4525 -0.0357 0.6767
H: -3.6953 -0.6664 0.1278
H: -6.0253 0.0815 -0.2534
H: -6.5326 2.4863 -0.4938
H: -4.7107 4.1453 -0.3531
H: -2.3795 3.4052 0.0334
O: 3.4969 2.8064 1.4323
S: 2.3173 3.0191 0.6587
N: 1.0093 3.1370 1.5702


Here is a molecular structure, C13H27GeNO3SeV from the Open Molecules 2025 dataset. Energies are from wB97M-V/def2-TZVPD.

Values from the calculation:
- Electronic energy: -169087.56337 eV
- Net charge: +2
- Multiplicity: 4

Element x y z (Å)
V: -0.0012 0.0044 0.0678
C: 3.7623 0.8048 -1.1013
C: 2.3742 1.3964 -1.1400
C: 2.1300 2.2239 -2.3846
C: 2.0441 2.1714 0.1223
O: 1.4381 0.2103 -1.1581
Ge: 0.0061 0.0007 -2.5654
O: -0.5365 -1.3433 -1.1627
C: 0.0162 -2.7502 -1.1423
C: 0.8555 -2.8544 0.1179
C: 0.8502 -2.9573 -2.3892
C: -1.1940 -3.6512 -1.0979
O: -0.8934 1.1433 -1.1651
C: -2.3885 1.3558 -1.1388
C: -2.5767 2.8528 -1.1026
C: -2.8824 0.6832 0.1294
C: -2.9888 0.7243 -2.3774
H: 4.4999 1.6071 -1.0548
H: 3.8950 0.1691 -0.2253
H: 3.9597 0.2121 -1.9943
H: 2.8110 3.0759 -2.3888
H: 2.3311 1.6522 -3.2929
H: 1.1152 2.6294 -2.4142
H: 2.7009 3.0364 0.2234
H: 1.0217 2.5640 0.1051
H: 2.2077 1.5576 1.0146
H: 1.7090 -2.1681 0.0975
H: 0.2456 -2.6877 1.0121
H: 1.2736 -3.8569 0.2163
H: 1.7113 -2.2844 -2.4218
H: 1.2436 -3.9745 -2.3933
H: 0.2524 -2.8441 -3.2959
H: -1.8072 -3.4440 -0.2201
H: -1.8084 -3.5259 -1.9893
H: -0.8721 -4.6923 -1.0496
H: -2.0874 3.2904 -0.2318
H: -2.1718 3.3193 -2.0004
H: -3.6410 3.0857 -1.0480
H: -2.4292 1.1393 1.0163
H: -3.9599 0.8122 0.2390
H: -2.7054 -0.3980 0.1128
H: -2.6013 1.1827 -3.2896
H: -2.8292 -0.3568 -2.4049
H: -4.0677 0.8846 -2.3752
Se: 0.0016 -0.0106 5.0032
C: -0.0027 0.0022 3.1851
N: -0.0054 0.0095 2.0278


Here is C2H7ISi in the gas phase from the Open Molecules 2025 dataset. Energies are from wB97M-V/def2-TZVPD.

Values from the calculation:
- Energy relative to the best compared isomer or geometry (same formula, charge and spin): 5.3 kcal per mole
- Electronic energy: -18166.70409 eV
- Structure (SMILES): C[SiH](C)I

Element x y z (Å)
C: -0.3362 1.6211 0.1724
C: -0.2262 -1.5539 0.3303
Si: 0.3821 -0.0169 -0.5607
I: 2.8026 0.0099 -0.0401
H: 0.3617 2.4999 0.4049
H: -1.0587 1.9545 -0.6463
H: -0.9363 1.2827 0.9561
H: -0.5773 -1.2711 1.3738
H: -1.0487 -2.0268 -0.3398
H: 0.5738 -2.2961 0.4176
H: 0.0633 -0.2033 -2.0681


Here is C4H8O2 in the gas phase from the Open Molecules 2025 dataset. Energies are from wB97M-V/def2-TZVPD.

Values from the calculation:
- Energy relative to the best compared isomer or geometry (same formula, charge and spin): 52.0 kcal per mole
- Electronic energy: -8371.02709 eV
- Structure (SMILES): COCCC=O

Element x y z (Å)
C: 1.7913 0.8327 -0.3746
O: 0.6797 -0.0701 -0.7603
C: 0.2576 -0.8163 0.3721
C: -1.2420 -0.7836 0.3614
C: -1.6743 0.4894 -0.3236
O: -2.4593 1.2400 0.2033
H: 2.0852 1.3359 -1.2989
H: 2.5389 0.1086 -0.0463
H: 1.6282 1.5965 0.4252
H: 0.5927 -0.3747 1.3257
H: 0.5770 -1.8652 0.3661
H: -1.6126 -0.8115 1.3905
H: -1.7016 -1.5646 -0.2559
H: -1.4609 0.6829 -1.3847


Table of max |F| (hartree/bohr), in record order: 0.03447, 0.02838, 0.06465, 0.04572
Table of M (g mol⁻¹), in record order: 768.23, 447.88, 186.07, 88.11